Computed, not measured: 2 unconnected molecules or ions with the total composition CHCl4P, with ωB97M-V/def2-TZVPD.

```
7
Properties=species:S:1:pos:R:3:forces:R:3
C 1.414414 0.983736 -2.110826 0.9 0.5 1.6
P 0.243039 -1.103988 -0.286259 2.2 0.6 0.9
Cl 2.956938 1.359341 -1.202957 -1.5 -0.5 -1.1
Cl 1.577251 0.036096 -3.516525 -0.1 0.5 0.1
Cl 0.300734 2.340923 -2.025444 0.6 -1.0 -0.5
Cl -1.290964 -1.649533 -1.389207 -1.3 0.2 -0.8
H 0.134616 0.298136 0.005335 -0.8 -0.3 -0.2
```
Forces are in eV/Å.

The value obtained for the HOMO-LUMO gap (alpha / beta) is 7.31 / 7.83 eV. For the lowest unoccupied orbital energy (alpha / beta), the calculation gives -1.16 / -1.15 eV. For the energy above the lowest of the compared OMol25 structures with the same formula, charge and spin, the calculation gives 229.2 kJ/mol. The value obtained for the HOMO energy (alpha / beta) is -8.47 / -8.98 eV. As for the total charge: 0.

Results of the Löwdin charge analysis, in e, for atoms 1 through 4:
1 C -1.65
2 P 0.29
3 Cl 0.44
4 Cl 0.56

=====

Computed, not measured: CHClF2 in the gas phase, with ωB97M-V/def2-TZVPD.

```
5
Properties=species:S:1:pos:R:3:forces:R:3
F 1.292566 -0.634394 0.702892 -2.4 1.1 -0.8
C 0.000952 -0.086331 0.544255 -0.4 -1.5 1.4
F -0.914770 -1.182123 0.476229 1.9 2.0 -0.2
Cl -0.184826 0.964891 -0.904996 0.4 -1.1 1.2
H -0.263812 0.463488 1.507314 0.5 -0.5 -1.6
```
Forces are in eV/Å.

The value obtained for the HOMO-LUMO gap is 13.10 eV. For the lowest unoccupied orbital energy, the calculation gives 0.87 eV. For the energy above the lowest of the compared OMol25 structures with the same formula, charge and spin, the calculation gives 18.3 kJ/mol. The value obtained for the HOMO energy is -12.23 eV. As for the total charge: 0. Its SMILES is FC(F)Cl.

Results of the Löwdin charge analysis, in e, for atoms 1 through 4:
1 F -0.03
2 C -0.67
3 F -0.06
4 Cl 0.63

=====

Computed, not measured: 2 unconnected molecules or ions with the total composition CHClF2O, with ωB97M-V/def2-TZVPD.

```
6
Properties=species:S:1:pos:R:3:forces:R:3
C -0.745952 0.392067 -0.340180 2.2 -1.8 -0.8
O 1.179209 -1.232746 1.040522 2.7 1.2 -1.1
F -1.787470 -0.180689 0.147778 -1.6 -0.2 0.3
F -0.400714 -0.093086 -1.549729 -0.6 0.6 0.4
Cl -0.312215 1.923204 0.048839 -0.1 1.5 0.1
H 2.067141 -0.808749 0.652770 -2.6 -1.2 1.1
```
Forces are in eV/Å.

The value obtained for the HOMO-LUMO gap (alpha / beta) is 8.42 / 9.63 eV. For the lowest unoccupied orbital energy (alpha / beta), the calculation gives 0.59 / -2.12 eV. For the energy above the lowest of the compared OMol25 structures with the same formula, charge and spin, the calculation gives 0.0 kJ/mol. The value obtained for the HOMO energy (alpha / beta) is -7.83 / -11.75 eV. As for the total charge: 0. Its spin multiplicity is 3.

Results of the Löwdin charge analysis, in e, for atoms 1 through 4:
1 C -0.95
2 O -0.04
3 F 0.09
4 F 0.03

=====

Computed, not measured: 2 unconnected molecules or ions with the total composition CHClFO2S, with ωB97M-V/def2-TZVPD.

```
7
Properties=species:S:1:pos:R:3:forces:R:3
C -1.449875 0.007874 0.223989 2.5 1.5 -1.4
O 2.139569 0.943916 -1.069033 -0.6 1.0 0.6
O 2.399163 -1.370833 -0.948295 -0.7 -0.4 1.0
F -2.344517 -0.950570 0.570995 -1.0 0.0 0.2
S 1.749745 -0.226294 -0.310154 0.6 -0.6 -1.6
Cl -0.623307 0.617702 1.773086 -0.5 0.1 0.1
H -1.870777 0.978206 -0.240588 -0.3 -1.6 1.0
```
Forces are in eV/Å.

The value obtained for the HOMO-LUMO gap (alpha / beta) is 5.85 / 6.07 eV. For the lowest unoccupied orbital energy (alpha / beta), the calculation gives 3.38 / 3.45 eV. For the energy above the lowest of the compared OMol25 structures with the same formula, charge and spin, the calculation gives 200.0 kJ/mol. The value obtained for the HOMO energy (alpha / beta) is -2.47 / -2.62 eV. As for the total charge: -1.

Results of the Löwdin charge analysis, in e, for atoms 1 through 4:
1 C -0.71
2 O -0.51
3 O -0.53
4 F -0.20

=====

Computed, not measured: CHClN2O2S in the gas phase, with ωB97M-V/def2-TZVPD.

```
8
Properties=species:S:1:pos:R:3:forces:R:3
N -0.239642 -2.234011 1.447096 -0.2 0.3 -0.2
C -0.371238 -1.200597 0.958636 0.6 1.4 -0.6
S -0.402614 0.523627 0.295302 -7.0 -2.6 -4.2
O -1.915185 0.543986 -0.401175 7.5 -0.1 2.6
O -0.185326 1.415926 1.346221 1.1 1.2 1.0
N 0.962059 0.413284 -0.754626 -2.6 -1.5 1.4
Cl 0.620632 -0.696267 -2.037748 0.6 1.0 0.4
H 1.531312 1.234052 -0.853706 0.0 0.4 -0.6
```
Forces are in eV/Å.

The value obtained for the HOMO-LUMO gap is 10.67 eV. For the lowest unoccupied orbital energy, the calculation gives -0.72 eV. For the energy above the lowest of the compared OMol25 structures with the same formula, charge and spin, the calculation gives 270.1 kJ/mol. The value obtained for the HOMO energy is -11.40 eV. As for the total charge: 0. Its SMILES is N#CS(=O)(=O)NCl.

Results of the Löwdin charge analysis, in e, for atoms 1 through 4:
1 N 0.14
2 C -0.28
3 S 0.68
4 O -0.39

=====

Computed, not measured: 2 unconnected molecules or ions with the total composition CHClN4O, with ωB97M-V/def2-TZVPD.

```
8
Properties=species:S:1:pos:R:3:forces:R:3
C 1.230745 -1.345056 -0.063364 -0.4 1.6 1.5
N -1.992344 1.005365 -0.390334 -5.2 0.1 -1.5
N 0.368731 -2.123435 -0.027996 1.0 0.5 -0.5
N -0.864945 1.122811 -0.115792 2.9 0.1 0.4
N 0.184249 1.515796 -0.109911 1.5 0.2 0.7
O 2.131789 -0.401349 0.081771 0.8 -1.8 -1.0
Cl -3.054025 -0.219653 0.092784 0.6 -0.2 0.3
H 1.995801 0.445524 0.532841 -1.1 -0.5 -0.1
```
Forces are in eV/Å.

The value obtained for the HOMO-LUMO gap is 9.58 eV. For the lowest unoccupied orbital energy, the calculation gives -0.64 eV. For the energy above the lowest of the compared OMol25 structures with the same formula, charge and spin, the calculation gives 171.9 kJ/mol. The value obtained for the HOMO energy is -10.22 eV. As for the total charge: 0.

Results of the Löwdin charge analysis, in e, for atoms 1 through 4:
1 C -0.38
2 N -0.42
3 N 0.14
4 N -0.29

=====

Computed, not measured: 2 unconnected molecules or ions with the total composition CHClN4OP, with ωB97M-V/def2-TZVPD.

```
9
Properties=species:S:1:pos:R:3:forces:R:3
C 0.555747 -1.704695 0.313002 2.5 -0.2 0.4
N 2.589158 -2.327626 0.241946 0.2 0.4 0.4
N 1.651810 -1.991235 1.074314 -0.9 -0.3 1.2
N 0.895873 -1.787660 -0.973899 -1.4 0.1 -0.6
N 2.125746 -2.165848 -0.972233 1.2 -0.5 -1.7
O -0.937445 0.852578 0.726078 1.8 -3.5 -0.2
P -0.860226 -1.430410 1.216722 -0.3 3.7 0.7
Cl -2.140607 -2.293042 -0.033445 -1.2 -0.2 -0.9
H -0.016147 0.741722 0.314696 -1.9 0.4 0.7
```
Forces are in eV/Å.

The value obtained for the HOMO-LUMO gap is 8.53 eV. For the lowest unoccupied orbital energy, the calculation gives 2.99 eV. For the energy above the lowest of the compared OMol25 structures with the same formula, charge and spin, the calculation gives 226.6 kJ/mol. The value obtained for the HOMO energy is -5.54 eV. As for the total charge: -1.

Results of the Löwdin charge analysis, in e, for atoms 1 through 4:
1 C -0.86
2 N -0.13
3 N -0.09
4 N -0.05

=====

Computed, not measured: a molecular structure, CHCrFO2, with ωB97M-V/def2-TZVPD.

```
6
Properties=species:S:1:pos:R:3:forces:R:3
F -1.288017 2.421837 0.132487 1.1 0.1 -0.1
O -0.127311 3.217863 -0.229069 0.2 -1.2 0.4
Cr 1.196114 1.959224 0.200322 -0.7 1.6 -0.2
O -0.300382 -0.465662 -0.086896 -1.3 0.0 -0.2
C -1.378649 -0.731749 -0.101884 1.1 -0.7 0.2
H -2.382840 -1.179777 -0.043470 -0.4 0.2 -0.1
```
Forces are in eV/Å.

The value obtained for the HOMO-LUMO gap (alpha / beta) is 7.76 / 8.45 eV. For the lowest unoccupied orbital energy (alpha / beta), the calculation gives -12.03 / -12.00 eV. The value obtained for the HOMO energy (alpha / beta) is -19.80 / -20.45 eV. As for the total charge: +2. Its spin multiplicity is 5.

Results of the Löwdin charge analysis, in e, for atoms 1 through 4:
1 F -0.15
2 O -0.19
3 Cr 1.32
4 O 0.36

=====

Computed, not measured: a molecular structure, CHDyF3O3S, with ωB97M-V/def2-TZVPD.

```
10
Properties=species:S:1:pos:R:3:forces:R:3
S 1.078947 -0.085550 -1.295041 1.4 2.0 -0.9
O 1.481079 1.188247 -0.581932 -1.0 -1.9 0.1
O 0.085531 -1.066889 -0.622503 -0.8 -0.2 2.5
C -0.127905 0.530375 -2.638441 -4.9 0.4 0.6
F 0.222585 1.409521 -3.657652 0.3 0.3 2.0
F -0.091867 -0.613523 -3.465894 -1.0 -0.8 0.8
Dy -1.110024 -1.716488 1.560417 1.1 1.0 -2.4
O -1.458187 0.817465 -1.984202 4.2 -0.2 -2.6
H -1.545072 2.373318 -1.880234 3.6 0.8 -1.6
F -0.787136 3.242922 -2.184752 -3.0 -1.5 1.3
```
Forces are in eV/Å.

The value obtained for the HOMO-LUMO gap (alpha / beta) is 5.51 / 5.68 eV. For the lowest unoccupied orbital energy (alpha / beta), the calculation gives 1.68 / 1.86 eV. For the energy above the lowest of the compared OMol25 structures with the same formula, charge and spin, the calculation gives 0.0 kJ/mol. The value obtained for the HOMO energy (alpha / beta) is -3.83 / -3.82 eV. As for the total charge: -1. Its spin multiplicity is 6.

Results of the Löwdin charge analysis, in e, for atoms 1 through 4:
1 S 0.74
2 O -0.56
3 O -0.89
4 C -0.65

=====

Computed, not measured: 2 unconnected molecules or ions with the total composition CHF2IO, with ωB97M-V/def2-TZVPD.

```
6
Properties=species:S:1:pos:R:3:forces:R:3
O 1.966946 -0.526077 -0.312510 -0.7 -0.9 -0.3
C 1.283388 0.394742 -0.025125 3.2 0.4 0.3
F 0.199090 0.739153 -0.646322 -1.2 0.3 -0.3
H 1.751726 1.138385 0.650128 -1.3 0.2 0.1
F -1.683773 -0.906459 0.517667 -1.2 0.0 -0.4
I -3.517377 -0.839746 -0.183836 1.1 0.0 0.4
```
Forces are in eV/Å.

The value obtained for the HOMO-LUMO gap is 8.69 eV. For the lowest unoccupied orbital energy, the calculation gives -1.78 eV. For the energy above the lowest of the compared OMol25 structures with the same formula, charge and spin, the calculation gives 141.3 kJ/mol. The value obtained for the HOMO energy is -10.47 eV. As for the total charge: 0. Its SMILES is O=CF.FI.

Results of the Löwdin charge analysis, in e, for atoms 1 through 4:
1 O 0.11
2 C -0.38
3 F 0.10
4 H 0.15

=====

What are the max |F| values for these records? In order: 0.0472 0.0548 0.0600 0.0636 0.1662 0.1054 0.0761 0.0337 0.0964 0.0635 Eh/bohr.